w) H4O2 | wB97M-V/def2-TZVPD

```
6
H4O2, DFT wB97M-V/def2-TZVPD
H 0.535 1.114 -0.345
H -0.541 2.120 -0.797
H -0.706 -1.320 1.014
H 0.526 -1.668 0.160
O -0.037 1.331 -1.111
O 0.224 -1.577 1.079
```

The SMILES is O.O. The value obtained for the HOMO energy is -0.42654 Eh. The calculation puts the LUMO energy at 0.8 eV.

Mulliken charges, unit e, in atom order: H 0.34; H 0.32; H 0.33; H 0.32; O -0.65; O -0.65

***

x) H4O2 | wB97M-V/def2-TZVPD

```
6
H4O2, DFT wB97M-V/def2-TZVPD
H -0.340 0.658 1.702
H 0.744 -0.358 1.254
H 0.096 -0.414 -2.032
H -0.233 -0.060 -0.573
O 0.362 0.508 1.081
O -0.629 -0.335 -1.432
```

The SMILES is O.O. The value obtained for the HOMO energy is -0.40113 Eh. The calculation puts the LUMO energy at 0.7 eV.

Mulliken charges, unit e, in atom order: H 0.33; H 0.35; H 0.31; H 0.38; O -0.72; O -0.66

***

If you had to bet on the most stable structure above, which would it be? Bet on x).